Entry 1:
The following is a DFT calculation (ωB97M-V/def2-TZVPD) of C37H25AsF5IrN3O7PS as an isolated structure.

## Properties
E_HOMO (spin up / spin down)   -7.1252 / -8.5430 eV
E_LUMO (spin up / spin down)   -0.45 / -2.33 eV
Energy above the lowest of the compared OMol25 structures with the same formula, charge and spin   0.372 eV
Kohn-Sham gap (spin up / spin down)   6.67 / 6.21 eV

```
! RIJCOSX wB97M-V def2-TZVPD def2/J DEFGRID3
* xyz 0 5
Ir 0.37936 -0.80348 0.60463
O -2.47437 1.56736 2.02373
As -0.86945 2.17469 2.27305
O -0.51060 2.25955 3.87713
O 0.13630 1.18752 1.35352
C -0.92329 3.89946 1.44555
C -0.02516 4.75843 2.13927
C 0.26060 5.94451 1.51709
C -0.34870 6.33955 0.31457
C -1.35398 5.60739 -0.18736
C -1.55032 4.32749 0.36416
S -2.54856 3.23079 -0.59757
O -3.17449 4.11833 -1.57982
O -3.08031 -0.70216 0.81491
O -1.58568 2.24049 -1.02107
H -2.94995 1.51507 2.86581
H 0.30960 4.44592 3.08694
H 0.88778 6.59389 2.04966
H -0.10061 7.30541 -0.11328
H -1.84640 5.86763 -1.17413
O 0.05763 -2.65872 3.18321
N -0.18728 -2.48026 1.84365
C -0.65222 -3.55790 1.37454
C -1.15772 -3.95512 0.06786
C -1.43118 -5.32799 -0.00082
C -1.90343 -5.99416 -1.14209
C -2.15216 -5.23756 -2.31357
C -1.78889 -3.90547 -2.23566
C -1.29410 -3.23589 -1.09238
P -0.95123 -1.46860 -1.20533
C -2.48008 -0.62545 -1.56528
C -3.33391 -0.29120 -0.49488
C -4.50041 0.45195 -0.77540
C -4.67775 1.03479 -1.97586
C -3.76909 0.81660 -3.01541
C -2.76545 -0.08829 -2.81077
C 0.00923 -1.28522 -2.68007
C 0.19264 0.05531 -3.11094
C 1.16905 0.30058 -4.07680
C 1.87086 -0.83576 -4.64385
C 1.61277 -2.13603 -4.20917
C 0.68460 -2.40781 -3.21367
H 0.63866 -1.87934 3.44752
H -0.88324 -4.39274 2.09918
H -1.25260 -6.02848 0.82548
H -2.24025 -7.04526 -1.11386
H -2.51877 -5.63132 -3.27233
H -1.96829 -3.37309 -3.16995
H -2.93875 0.12648 1.28333
H -5.07708 0.84097 0.04705
H -5.44648 1.80812 -2.10633
H -4.04407 1.26045 -3.93699
H -2.05535 -0.37069 -3.61326
H -0.33002 0.81940 -2.51311
H 1.31134 1.26194 -4.60674
H 2.54469 -0.69200 -5.44172
H 2.14247 -2.94993 -4.66491
H 0.50372 -3.37098 -2.84560
N 3.49733 4.29219 4.52525
C 3.12893 3.21545 4.49608
C 2.59572 1.86072 4.37511
C 2.95062 1.09713 3.27218
C 2.35028 -0.18276 3.16762
N 1.52927 -0.63761 4.08450
C 1.29070 0.06264 5.15567
C 1.80123 1.32324 5.38085
H 3.65017 1.40268 2.48713
H 2.46560 -0.76091 2.27501
H 0.51494 -0.27102 5.89652
H 1.54160 1.93926 6.29985
F 2.27420 -3.32698 0.07281
C 3.00817 -2.25044 -0.24064
C 2.35509 -1.03123 -0.11683
C 3.04416 0.07093 -0.62279
F 2.46518 1.27444 -0.64889
C 4.37784 -0.02003 -1.06634
F 4.97439 1.06985 -1.49268
C 5.00579 -1.23436 -1.05975
F 6.31955 -1.31964 -1.35897
C 4.34815 -2.39331 -0.60611
F 4.94144 -3.60942 -0.65744
*
```

***

Entry 2:
The following is a DFT calculation (ωB97M-V/def2-TZVPD) of C37H26Cl3IrN6OS2Se as an isolated structure.

## Properties
E_HOMO   -8.0504 eV
E_LUMO   -0.53 eV
Energy above the lowest of the compared OMol25 structures with the same formula, charge and spin   0.755 eV
Kohn-Sham gap   7.52 eV

```
! RIJCOSX wB97M-V def2-TZVPD def2/J DEFGRID3
* xyz 0 1
Ir 0.76787 2.00817 -1.46648
S -2.18903 4.43499 -3.82123
C -3.00705 2.94015 -3.47321
C -4.29612 2.55976 -3.82954
C -4.77990 1.36300 -3.33845
C -3.99869 0.56722 -2.49508
C -2.71183 0.93481 -2.15975
C -2.20163 2.12567 -2.67275
N -0.95565 2.69015 -2.40724
C -0.83850 3.90218 -2.89218
C 0.32549 4.67687 -2.51452
C 0.48645 6.02445 -2.83388
C 1.52957 6.72965 -2.26707
C 2.37430 6.08497 -1.36629
C 2.21590 4.73972 -1.06865
C 1.20826 3.97981 -1.66199
H -4.91050 3.19490 -4.45359
H -5.78531 1.05245 -3.58914
H -4.40789 -0.34044 -2.07213
H -2.12803 0.32808 -1.48585
H -0.21090 6.51998 -3.50051
H 1.67183 7.77665 -2.49886
H 3.17390 6.64106 -0.89189
H 2.89970 4.27412 -0.37153
N -0.41164 2.22134 0.13841
C -1.09357 1.66931 0.90397
N -1.81405 1.09138 1.79630
C -2.67558 0.19089 1.33849
N -3.41985 -0.63615 1.01223
Cl -1.61511 -8.76091 3.71661
C -1.39545 -7.18155 3.03232
C -0.26936 -6.44367 3.36027
C -0.12090 -5.17757 2.82366
C -1.07658 -4.62735 1.97643
C -0.88934 -3.23165 1.41103
C -0.09090 -3.36591 0.12120
N -0.07065 -2.16798 -0.71111
C -0.28794 -2.15958 -2.06947
C -0.08650 -0.88192 -2.48299
N 0.25493 -0.11353 -1.39689
C 0.26297 -0.91558 -0.34973
O -0.14428 -2.38350 2.26828
C -0.90224 -1.80368 3.34136
C -1.02701 -2.71018 4.52829
C -2.15319 -3.39816 4.86639
Cl -3.66066 -3.35463 4.04961
S -1.93414 -4.41887 6.22562
C -0.30488 -3.91049 6.38550
C 0.03910 -3.01200 5.42808
C -2.17226 -5.41328 1.64182
Cl -3.37145 -4.81285 0.53399
C -2.35109 -6.68382 2.16641
H 0.47045 -6.85317 4.03344
H 0.74033 -4.57897 3.08765
H -1.86300 -2.77622 1.20062
H -0.52779 -4.15786 -0.48464
H 0.93220 -3.65189 0.37452
H -0.56948 -3.04941 -2.60385
H -0.17108 -0.46001 -3.46896
H 0.50325 -0.63742 0.66203
H -1.89208 -1.52276 2.98064
H -0.36308 -0.89746 3.61381
H 0.30444 -4.29600 7.18658
H 1.02122 -2.56605 5.35013
H -3.22241 -7.26676 1.90607
Se 2.92945 1.09157 -1.53396
C 4.30031 2.42957 -1.65092
C 4.45863 3.17899 -2.80985
C 5.46960 4.12444 -2.89065
C 6.32496 4.32669 -1.81635
C 6.17388 3.56999 -0.66285
C 5.16814 2.61643 -0.58168
H 3.77734 3.03437 -3.63860
H 5.58246 4.71128 -3.79333
H 7.10995 5.06917 -1.87919
H 6.84109 3.71908 0.17655
H 5.05057 2.02591 0.31852
*
```

***

Entry 3:
The following is a DFT calculation (ωB97M-V/def2-TZVPD) of C37H27BrIN5O3SSr as an isolated structure.

## Properties
E_HOMO   -6.9347 eV
E_LUMO   -0.15 eV
Energy above the lowest of the compared OMol25 structures with the same formula, charge and spin   0.588 eV
Kohn-Sham gap   6.78 eV

```
! RIJCOSX wB97M-V def2-TZVPD def2/J DEFGRID3
* xyz 0 1
Sr 0.04450 -0.07905 0.31802
C -3.86154 -1.58421 -1.87451
C -2.75314 -0.78003 -1.58662
N -1.52610 -1.24588 -1.47632
C -1.32707 -2.57380 -1.63752
C -2.36288 -3.45577 -1.97698
C -3.65962 -2.92182 -2.08291
C -2.06830 -4.84388 -2.19474
C -0.80966 -5.31159 -2.08589
C 0.27538 -4.44130 -1.72079
C 1.60260 -4.88583 -1.58763
C 2.57845 -3.99653 -1.22235
C 2.21331 -2.66319 -0.96604
N 0.97991 -2.22625 -1.07844
C 0.02055 -3.08871 -1.47164
H -4.84761 -1.14584 -1.93145
H -2.87046 0.28798 -1.43290
H -4.48713 -3.57989 -2.32064
H -2.88301 -5.50798 -2.45642
H -0.59434 -6.35848 -2.26218
H 1.83288 -5.92751 -1.77712
H 3.60937 -4.30401 -1.11886
H 2.95081 -1.92631 -0.66415
I 2.99405 0.14520 2.02032
C 4.19953 0.68379 0.35111
C 5.53909 0.80142 0.57328
C 6.37654 1.17120 -0.50371
C 5.83645 1.40424 -1.73397
C 4.44297 1.27974 -1.96257
C 3.89111 1.52328 -3.24307
C 2.54690 1.38682 -3.43882
C 1.70772 0.99993 -2.36814
C 2.15454 0.74986 -1.08545
C 3.56220 0.90351 -0.90216
H 5.95645 0.61960 1.55395
H 7.44183 1.26792 -0.33770
H 6.47300 1.69160 -2.56368
H 4.54918 1.81472 -4.05387
H 2.12245 1.57299 -4.42045
H 0.64490 0.89617 -2.59338
C -0.57776 5.23408 2.97804
C 0.39449 4.05418 2.92239
C 0.20928 3.25282 1.71316
N 0.07416 2.61977 0.76605
H -0.41224 5.79703 3.89489
H -1.60848 4.88223 2.97379
H -0.43527 5.90411 2.13103
H 0.23930 3.37168 3.76047
H 1.42980 4.39621 2.94411
O -0.58505 1.42702 4.43002
C -1.03460 0.41101 3.93484
N -1.18708 0.16144 2.59371
S -1.87612 -1.26747 2.33501
O -3.16903 -1.16718 1.71094
O -0.91115 -2.08578 1.59161
C -2.00721 -1.78152 4.01946
C -2.49972 -2.94503 4.57474
C -2.48920 -3.03739 5.96133
C -2.00562 -1.99087 6.74318
C -1.51978 -0.82621 6.16032
C -1.52655 -0.73777 4.78254
H -2.87709 -3.74860 3.95649
H -2.86310 -3.93368 6.43843
H -2.00882 -2.08964 7.82082
H -1.13858 -0.00672 6.75453
Br -2.72317 5.52739 -5.33290
C -2.27190 4.20133 -4.06146
C -2.20309 2.87450 -4.44560
C -1.87490 1.94636 -3.46936
N -1.62157 2.26482 -2.20312
C -1.68877 3.54740 -1.86122
C -2.01236 4.56032 -2.75273
H -2.39502 2.57044 -5.46414
H -1.80395 0.89393 -3.72518
H -1.46001 3.77650 -0.82675
H -2.05569 5.59118 -2.43304
*
```